DFT (ωB97M-V with the def2-TZVPD basis set) results for a molecular structure, C28H33MnN5O6SSeSi at a distorted geometry.

```
76
Properties=species:S:1:pos:R:3:lowdin_spin:R:1
Mn -0.047 -0.230 -0.800 1.12
C -0.496 2.881 -2.183 0.00
C -1.758 2.132 -1.888 0.00
C -2.967 2.683 -2.367 0.00
C -4.153 2.066 -2.119 0.00
C -4.160 0.884 -1.354 0.00
C -5.358 0.209 -1.024 -0.01
C -5.321 -0.915 -0.254 0.00
C -4.088 -1.398 0.223 -0.01
C -2.915 -0.772 -0.100 0.00
S -1.372 -1.410 0.435 -0.07
C -2.920 0.387 -0.916 0.00
N -1.720 0.999 -1.209 0.00
H -0.725 3.822 -2.677 0.00
H 0.154 2.282 -2.820 0.00
H 0.013 3.119 -1.249 0.00
H -2.923 3.598 -2.939 0.00
H -5.086 2.473 -2.490 0.00
H -6.295 0.603 -1.395 0.00
H -6.233 -1.438 0.002 0.00
H -4.060 -2.279 0.852 0.00
N 1.615 1.105 -0.792 -0.01
C 2.829 0.525 -0.188 0.00
C 4.080 0.626 -1.065 0.00
C 3.921 0.141 -2.514 0.00
C 3.328 -1.251 -2.695 0.00
N 4.145 -2.285 -2.064 0.00
C 3.642 -3.323 -1.401 0.00
N 4.509 -4.050 -0.633 0.00
N 2.396 -3.708 -1.538 0.00
C 2.550 -0.913 0.248 0.00
O 3.465 -1.599 0.683 0.00
O 1.325 -1.283 0.146 0.01
H 1.692 1.092 -1.808 0.00
H 1.518 2.066 -0.497 0.00
H 3.017 1.041 0.758 0.00
H 4.848 0.047 -0.548 0.00
H 4.432 1.661 -1.090 0.00
H 4.892 0.208 -3.015 0.00
H 3.269 0.815 -3.076 0.00
H 3.188 -1.469 -3.755 0.00
H 2.337 -1.283 -2.250 0.00
H 5.116 -2.082 -1.900 0.00
H 5.176 -3.476 -0.138 0.00
H 4.062 -4.700 -0.007 0.00
H 1.630 -3.151 -2.005 0.00
H 2.048 -4.373 -0.868 0.00
O -1.746 -1.224 -3.677 0.00
Se -0.159 -1.407 -3.507 0.00
O 0.202 -2.461 -2.296 0.01
O 0.420 0.004 -2.706 0.01
O 0.728 -1.627 -4.826 0.00
C 2.102 -1.051 5.054 0.00
C 2.175 0.286 4.699 0.00
C 1.441 0.752 3.616 0.00
C 0.620 -0.100 2.872 0.00
C 0.566 -1.445 3.243 0.00
C 1.296 -1.914 4.323 0.00
Si -0.348 0.716 1.492 -0.05
C -2.030 1.336 2.029 0.00
C -2.431 2.618 1.647 0.00
C -3.681 3.113 1.990 0.00
C -4.547 2.333 2.743 0.00
C -4.156 1.066 3.155 0.00
C -2.910 0.573 2.796 0.00
H 2.674 -1.423 5.894 0.00
H 2.804 0.966 5.260 0.00
H 1.511 1.802 3.349 0.00
H -0.041 -2.135 2.674 0.00
H 1.243 -2.961 4.593 0.00
H 0.370 2.009 1.257 -0.01
H -1.757 3.240 1.065 0.00
H -3.977 4.106 1.675 0.00
H -5.523 2.713 3.015 0.00
H -4.827 0.459 3.750 0.00
H -2.618 -0.424 3.109 0.00
```

As for the charge: 0. The calculation puts the HOMO-LUMO gap (alpha / beta) at 7.6 / 7.4 eV. Its HOMO energy (alpha / beta) is -8.108 / -7.737 eV. The spin multiplicity is 2. Its total energy is -6052.14657 Eh. For the LUMO energy (alpha / beta), the calculation gives -0.5510 / -0.3482 eV. As for the energy above the lowest of the compared OMol25 structures with the same formula, charge and spin: 26.0 kcal/mol.